w | Below is a cluster of 13 separate species, C5H36N2O13 in total, with properties calculated with ωB97M-V with the def2-TZVPD basis set.

Structure (ORCA input):
```
! RIJCOSX wB97M-V def2-TZVPD def2/J DEFGRID3
* xyz 0 1
C 0.25 -0.54 0.46
N -0.97 -1.44 0.47
C -0.69 -2.89 0.28
N 0.61 -3.25 -0.18
C -0.31 0.90 0.45
C 0.30 1.78 -0.61
C 1.57 2.43 -0.18
O 1.99 3.47 -0.63
H 0.90 -0.82 -0.36
H 0.63 -0.66 1.47
H -1.51 -1.12 -0.34
H -0.96 -3.37 1.22
H -1.43 -3.21 -0.45
H 1.30 -3.59 0.46
H 0.69 -3.67 -1.10
H -0.20 1.28 1.47
H -1.39 0.87 0.51
H 0.45 1.24 -1.55
H -0.32 2.54 -1.08
H 2.23 1.96 0.58
H 3.81 -1.93 0.44
H 4.04 -0.39 0.87
O 3.96 -1.31 1.15
H -1.52 -0.18 -2.59
H -1.60 0.36 -3.95
O -1.10 -0.31 -3.45
H -0.81 2.81 3.07
H -0.88 3.93 1.95
O -1.39 3.28 2.45
H -2.92 1.69 -0.50
H -2.46 2.14 -1.97
O -2.70 1.39 -1.42
H 3.90 0.41 -1.82
H 3.94 1.59 -0.85
O 3.88 0.62 -0.88
H -3.62 -0.88 -1.51
H -3.19 -2.39 -2.14
O -2.97 -1.56 -1.73
H -2.22 -0.83 1.63
H -2.03 -0.51 3.14
O -2.68 -0.51 2.44
H 1.28 -1.54 3.03
H 2.76 -1.28 2.85
O 1.96 -0.86 3.19
H -0.30 -2.01 -4.31
H 0.85 -2.57 -3.55
O 0.09 -2.86 -4.09
H -3.36 1.19 1.89
H -2.64 2.42 1.40
O -3.45 1.90 1.23
H 1.14 -1.59 -1.85
H 1.14 -0.41 -2.81
O 1.68 -1.18 -2.54
H 0.63 1.31 4.57
H 1.12 0.97 3.17
O 0.63 1.65 3.66
*
```

Properties
Kohn-Sham gap: 9.65 eV
E_HOMO: -9.53 eV
E_LUMO: 0.1 eV

Atomic partial charges in e from the natural (NBO) method, atoms 1 to 6: -0.2372, -0.6877, -0.0619, -0.8909, -0.4587, -0.5393

=====

x | Below is a cluster of 13 separate species, C5H36N2O13 in total, with properties calculated with ωB97M-V with the def2-TZVPD basis set.

Structure (ORCA input):
```
! RIJCOSX wB97M-V def2-TZVPD def2/J DEFGRID3
* xyz 0 1
N -0.50 -1.67 -0.20
C 0.39 -0.66 -0.79
C 0.78 -1.02 -2.21
C 1.87 -2.08 -2.32
C 3.28 -1.65 -1.88
C -0.37 0.64 -0.72
N -0.42 1.33 0.44
O -0.90 1.15 -1.72
H -0.90 -2.27 -0.91
H -0.11 -2.23 0.55
H 1.29 -0.59 -0.17
H -0.08 -1.46 -2.72
H 1.12 -0.14 -2.77
H 1.68 -2.92 -1.67
H 1.93 -2.39 -3.37
H 3.29 -1.29 -0.85
H 3.98 -2.44 -2.11
H 3.68 -0.79 -2.44
H -0.85 2.24 0.45
H 0.18 1.14 1.24
H -2.98 1.57 1.39
H -3.26 2.75 0.56
O -3.24 2.51 1.50
H -3.36 -1.22 -1.44
H -2.38 -0.10 -2.04
O -3.25 -0.52 -2.09
H 2.56 2.29 -1.61
H 3.30 1.32 -0.65
O 2.69 2.06 -0.68
H -2.49 1.91 -1.19
H -4.02 1.75 -1.30
O -3.31 2.39 -1.40
H 1.74 -2.38 1.83
H 2.59 -3.58 2.26
O 2.58 -2.82 1.66
H -0.55 -2.19 3.21
H -1.25 -3.03 2.16
O -0.38 -2.76 2.45
H -1.26 3.31 -2.66
H -0.08 2.93 -3.54
O -0.65 3.68 -3.32
H 0.29 -4.78 -0.31
H 1.70 -4.54 0.30
O 1.17 -5.15 -0.22
H -0.83 0.66 4.52
H 0.32 0.38 3.48
O -0.62 0.25 3.67
H 2.35 3.08 0.79
H 1.47 4.08 1.70
O 2.26 3.53 1.66
H 2.14 0.39 1.73
H 2.07 1.83 2.23
O 1.80 0.91 2.46
H -2.00 -0.26 1.53
H -3.11 -0.63 2.50
O -2.95 -0.46 1.57
*
```

Properties
Kohn-Sham gap: 9.78 eV
E_HOMO: -10.06 eV
E_LUMO: -0.3 eV

Atomic partial charges in e from the natural (NBO) method, atoms 1 to 6: -0.8633, -0.1410, -0.4035, -0.4017, -0.6080, 0.7118

=====

Most favorable first, least favorable last: x, w

=====

w | Below is a cluster of 2 separate species, C7H7N in total, with properties calculated with ωB97M-V with the def2-TZVPD basis set.

Structure (ORCA input):
```
! RIJCOSX wB97M-V def2-TZVPD def2/J DEFGRID3
* xyz 0 1
C -2.40 0.01 -0.51
C -1.83 1.22 -0.05
C -0.61 1.19 0.62
N -0.17 -0.02 1.15
C -0.86 -1.06 0.72
C -1.94 -1.22 -0.14
H -3.30 0.02 -1.28
H -2.09 2.02 -0.74
H 0.34 2.07 0.36
H -0.43 -2.02 1.23
H -2.33 -2.12 -0.69
C 4.15 -0.57 -0.25
C 3.74 0.54 -0.04
H 4.52 -1.55 -0.44
H 3.20 1.51 0.07
*
```

Properties
Kohn-Sham gap: 10.19 eV
E_HOMO: -9.50 eV
E_LUMO: 0.7 eV
SMILES: c1ccncc1.C#C

Atomic partial charges in e from the natural (NBO) method, atoms 1 to 6: -0.1347, -0.3180, 0.0575, -0.4365, 0.0644, -0.3019

=====

x | Below is a cluster of 2 separate species, C7H7N in total, with properties calculated with ωB97M-V with the def2-TZVPD basis set.

Structure (ORCA input):
```
! RIJCOSX wB97M-V def2-TZVPD def2/J DEFGRID3
* xyz 0 1
C -1.95 1.11 -0.10
C -2.44 -0.17 0.24
C -1.60 -1.21 0.08
N -0.14 -1.26 -0.09
C 0.29 -0.01 -0.28
C -0.57 1.21 -0.26
H -2.44 2.22 0.11
H -3.53 -0.28 0.47
H -1.95 -2.23 0.30
H 1.41 -0.03 -0.08
H -0.29 2.23 -0.61
C 3.08 0.44 0.61
C 3.36 -0.28 -0.26
H 2.69 1.11 1.41
H 4.01 -0.70 -1.17
*
```

Properties
Kohn-Sham gap: 10.22 eV
E_HOMO: -9.34 eV
E_LUMO: 0.9 eV
SMILES: c1ccncc1.C#C

Atomic partial charges in e from the natural (NBO) method, atoms 1 to 6: -0.1689, -0.2998, 0.0017, -0.3963, 0.0107, -0.2912

=====

y | Below is the molecule C7H7N, with properties calculated with ωB97M-V with the def2-TZVPD basis set.

Structure (ORCA input):
```
! RIJCOSX wB97M-V def2-TZVPD def2/J DEFGRID3
* xyz 0 1
C 2.08 0.79 -3.98
C 1.65 0.47 -2.93
C 1.06 0.09 -1.77
C 0.76 0.08 -0.63
C -0.04 -0.20 0.54
C -1.24 -0.98 0.17
N 0.36 0.40 1.58
C -0.37 0.42 2.79
H 2.36 1.09 -5.01
H -2.11 -0.50 0.60
H -1.16 -2.14 0.43
H -1.43 -0.83 -0.92
H -1.48 0.77 2.52
H 0.03 1.14 3.40
H -0.46 -0.58 3.23
*
```

Properties
Kohn-Sham gap: 9.66 eV
E_HOMO: -9.18 eV
E_LUMO: 0.5 eV
SMILES: C#CC#C/C(C)=N/C

Atomic partial charges in e from the natural (NBO) method, atoms 1 to 6: -0.1797, -0.0741, -0.0872, 0.0729, 0.1941, -0.6886

=====

Most favorable first, least favorable last: w, x, y

=====

w | Below is a cluster of 6 separate species, H12O6 in total, with properties calculated with ωB97M-V with the def2-TZVPD basis set.

Structure (ORCA input):
```
! RIJCOSX wB97M-V def2-TZVPD def2/J DEFGRID3
* xyz -1 2
O 1.20 -2.78 2.47
H 1.47 -3.57 1.99
H 0.29 -3.00 2.78
O -3.86 9.55 -2.26
H -3.22 9.56 -2.98
H -3.28 9.71 -1.51
O -0.74 -4.30 4.06
H -0.77 -5.20 4.42
H -0.91 -3.59 4.70
O -0.80 -1.13 -4.38
H 0.12 -0.91 -4.20
H -0.83 -1.91 -4.94
O 0.85 1.09 -3.76
H 0.35 1.05 -4.58
H 0.14 0.88 -3.12
O 3.47 -1.47 3.75
H 2.60 -1.77 3.43
H 3.90 -2.24 4.13
*
```

Properties
Kohn-Sham gap (spin up / spin down): 1.18 / 8.94 eV
E_HOMO (spin up / spin down): 0.88 / -6.88 eV
E_LUMO (spin up / spin down): 2.1 / 2.1 eV

Atomic partial charges in e from the natural (NBO) method, atoms 1 to 6: -1.0563, 0.4518, 0.4988, -0.9283, 0.4636, 0.4647

=====

x | Below is a cluster of 6 separate species, H12O6 in total, with properties calculated with ωB97M-V with the def2-TZVPD basis set.

Structure (ORCA input):
```
! RIJCOSX wB97M-V def2-TZVPD def2/J DEFGRID3
* xyz -1 2
O 0.09 2.59 1.27
H -0.74 2.44 1.72
H -0.07 2.28 0.37
O -2.47 -0.88 1.65
H -2.54 -1.60 2.28
H -1.57 -0.93 1.33
O 0.78 0.61 -1.66
H 1.42 -0.04 -1.97
H 1.27 1.43 -1.62
O -0.10 -1.05 0.53
H 0.24 -1.81 0.05
H -0.03 -0.33 -0.08
O -1.01 -0.47 -3.56
H -0.35 -0.08 -2.99
H -1.78 0.10 -3.48
O 2.60 -0.85 2.25
H 2.41 -0.01 1.84
H 1.85 -1.40 2.05
*
```

Properties
Kohn-Sham gap (spin up / spin down): 3.48 / 11.17 eV
E_HOMO (spin up / spin down): 0.04 / -7.81 eV
E_LUMO (spin up / spin down): 3.5 / 3.4 eV

Atomic partial charges in e from the natural (NBO) method, atoms 1 to 6: -0.9866, 0.4591, 0.4569, -0.9845, 0.4476, 0.4944

=====

Most favorable first, least favorable last: x, w